[1]
Below is a structure of composition C36H41EuN9OP2SSe2 in a non-equilibrium geometry, with properties calculated with ωB97M-V/def2-TZVPD.

Calculated values
LUMO energy (spin up / spin down), eV: -4.17 / -2.36
Energy, Eh: -8558.4015
Relative energy (zero: lowest compared OMol25 entry of this formula, charge and spin), kcal per mole: 10.3

```
! RIJCOSX wB97M-V def2-TZVPD def2/J DEFGRID3
* xyz 1 7
C -5.557 0.763 -3.099
H 3.794 0.596 2.492
H 6.750 -2.355 0.013
H 4.096 -2.835 3.504
C -2.083 -1.783 -1.734
C 5.656 -2.254 -0.173
N 2.928 -1.308 2.596
N 5.184 -0.984 0.438
C -2.245 -2.076 3.838
C -2.123 5.864 -0.345
C -3.276 5.907 1.793
C -4.429 0.233 -1.012
C -0.794 0.147 0.180
N -0.417 2.342 0.559
C -3.579 -2.529 1.398
H 5.823 -1.740 2.303
C 1.160 -0.836 -5.407
Se 0.295 -2.975 -0.094
C -4.458 2.541 -1.828
H -2.886 -2.643 -5.474
H -1.322 0.110 -2.526
C 4.115 -0.433 2.722
H 2.173 -0.868 3.114
Eu 2.498 -0.958 -0.073
N 2.321 -1.132 -4.853
H 5.561 2.307 1.450
C -1.603 -1.782 2.623
C -2.967 3.807 0.608
C -2.292 -1.954 1.411
H -2.864 -3.780 -1.280
H -5.456 -1.234 -2.265
O 3.494 1.291 -0.281
H 5.542 -0.211 -0.096
H 5.245 -4.346 -0.333
H 5.518 -3.826 1.304
H -1.628 6.402 -1.163
C -4.216 -2.787 2.596
C -5.166 -0.178 -2.132
H -3.636 6.461 2.662
S 3.322 2.513 0.615
C 2.980 -3.787 1.913
H -4.228 3.599 -1.688
C -4.017 1.583 -0.903
H 1.900 -3.958 1.819
H 5.016 3.989 1.378
C -2.999 -3.304 -3.399
C 2.714 3.812 -0.477
H -3.436 -4.276 -3.640
C 5.382 -0.815 1.905
C 5.051 3.054 0.833
H -4.185 -0.460 -0.210
H 5.446 -2.182 -1.242
N 0.594 0.401 0.233
H -3.857 3.942 2.594
C 3.126 -2.702 3.017
C -1.801 -0.849 -2.763
H 1.845 3.409 -1.021
N 0.747 1.733 0.465
H -6.145 0.476 -3.977
C -3.419 4.507 1.757
C -2.258 4.481 -0.390
H -1.722 -1.915 4.784
H -2.628 7.670 0.708
C -5.182 2.122 -2.936
H -1.882 -0.458 -4.886
H 6.118 -0.022 2.083
H 3.378 -4.714 2.353
C -2.682 -3.019 -2.061
H -4.070 -2.837 4.756
N 3.540 -3.524 0.568
H -0.590 -1.373 2.627
H 2.358 -2.969 3.752
C -3.541 -2.575 3.822
N 2.918 -1.370 -2.488
H 3.500 4.140 -1.152
H 3.092 -4.099 -0.140
H 2.380 4.633 0.156
C -1.399 1.352 0.369
C 5.012 -3.549 0.374
C -2.670 6.590 0.733
C -2.675 -2.396 -4.416
H -4.050 -2.743 0.423
Se -3.787 1.104 2.357
H 4.453 -0.455 3.765
H 5.530 3.152 -0.144
H -5.259 -3.143 2.590
H -1.821 3.908 -1.224
P -3.075 2.009 0.555
N 0.264 -0.617 -6.107
P -1.410 -1.528 -0.084
C -2.131 -1.151 -4.086
H -5.492 2.863 -3.685
C 2.587 -1.217 -3.619
*
```

[2]
Below is a structure of composition C25H27N5O4P2PtSSe, with properties calculated with ωB97M-V/def2-TZVPD.

Calculated values
LUMO energy, eV: -5.13
Energy, Eh: -5144.8039
Relative energy (zero: lowest compared OMol25 entry of this formula, charge and spin), kcal per mole: 49.5

```
! RIJCOSX wB97M-V def2-TZVPD def2/J DEFGRID3
* xyz 2 1
C -1.622 -3.822 -1.774
H -0.279 -6.853 -1.121
H -2.515 -3.347 -2.164
H 4.406 -0.179 0.266
C -2.714 2.056 0.304
H -0.374 0.711 -8.197
C -2.990 1.422 -2.437
H -2.258 2.178 -2.718
C -2.566 1.766 1.807
H -3.975 1.884 -2.363
O 0.069 0.857 2.176
H -0.992 -0.030 -5.920
H -3.730 2.421 0.127
C 1.581 -2.643 -0.553
C 0.272 0.620 -3.676
H -3.017 0.655 -3.211
O -1.336 -0.942 3.584
O 1.107 -1.602 2.382
H -2.050 2.861 -0.016
C 0.658 -4.946 -0.826
H -0.185 2.151 4.800
N 4.078 -5.194 0.384
C 0.630 1.045 -4.990
C 3.853 -2.255 0.172
H -3.686 -0.945 0.508
H 0.749 3.649 2.499
C -0.396 -5.780 -1.206
H -4.831 0.077 -0.408
H 2.329 2.187 -4.314
N 2.236 -6.730 -0.176
C -1.552 -5.212 -1.686
C 0.492 -3.561 -0.937
N -0.020 0.276 -2.622
P -2.528 0.657 -0.867
O -1.184 -1.149 0.953
H -1.676 1.193 4.680
C -3.883 -0.461 -0.447
H -1.745 2.978 4.582
C -1.166 2.089 4.328
H 0.033 3.389 0.896
C 2.078 2.275 -6.444
C 3.633 -0.902 0.051
H -3.191 2.473 2.366
Pt -0.554 -0.415 -0.861
C 0.210 1.033 -7.346
C 2.376 -0.473 -0.338
C 2.981 -4.575 -0.023
C 2.821 -3.140 -0.133
H -3.946 -1.239 -1.208
H -0.844 4.343 2.124
H 4.806 -2.652 0.497
N -0.637 -3.019 -1.412
H 2.150 0.583 -0.413
H 2.936 2.913 -6.599
C -0.185 3.489 1.959
C -0.140 0.619 -6.075
P -0.948 2.000 2.566
S 3.757 -6.771 0.348
C 1.742 1.872 -5.166
N 1.376 -1.309 -0.622
H -2.926 0.774 2.092
H 1.584 2.176 -8.526
Se -0.325 -0.934 2.357
C 1.925 -5.455 -0.344
C 1.314 1.857 -7.528
H -2.391 -5.819 -1.996
*
```

[3]
Below is a structure of composition C3H6FeO3 in a non-equilibrium geometry, with properties calculated with ωB97M-V/def2-TZVPD.

Calculated values
LUMO energy (spin up / spin down), eV: -9.54 / -15.41
Energy, Eh: -1606.3950
Relative energy (zero: lowest compared OMol25 entry of this formula, charge and spin), kcal per mole: 10.6

```
! RIJCOSX wB97M-V def2-TZVPD def2/J DEFGRID3
* xyz 2 7
H -1.232 -0.351 0.112
H 1.463 -1.897 -0.308
Fe -2.233 1.491 3.606
H 0.096 -1.992 -1.470
C 0.967 -1.402 -1.152
H 1.671 -1.363 -1.994
O -1.234 0.907 2.167
O -0.312 -0.019 0.358
C -0.606 1.268 1.172
H 0.034 0.501 -1.624
O -0.610 2.211 0.436
H 1.418 0.635 -0.495
C 0.578 0.010 -0.808
*
```